Below is C45H56Cl2SSb2SiTi as an isolated structure, with properties calculated with wB97M-V/def2-TZVPD.

Structure (XYZ):
```
108
Properties=species:S:1:pos:R:3:lowdin_charge:R:1
Ti -1.224 0.510 -0.227 0.154
Cl -0.629 2.184 1.503 0.713
C -1.195 3.764 0.930 -0.591
C -1.144 4.784 1.859 -0.111
C -1.557 6.044 1.463 -0.082
C -2.001 6.237 0.163 -0.111
C -2.040 5.179 -0.730 -0.676
Cl -2.616 5.501 -2.334 0.669
C -1.641 3.880 -0.383 -0.678
S -1.690 2.541 -1.517 0.616
H -0.790 4.590 2.861 0.106
H -1.536 6.868 2.162 0.107
H -2.320 7.213 -0.172 0.104
C 1.598 -0.653 2.119 -0.391
C 3.106 -0.463 2.227 -0.357
C 3.556 0.971 1.957 -0.399
Sb 3.162 1.657 -0.043 1.524
C 4.221 3.502 0.156 -0.405
C 4.405 4.285 -0.985 -0.142
C 5.101 5.484 -0.923 -0.091
C 5.619 5.925 0.288 -0.094
C 5.436 5.163 1.431 -0.091
C 4.742 3.959 1.366 -0.133
C 4.760 0.534 -0.895 -0.380
C 6.089 0.725 -0.516 -0.121
C 7.082 -0.130 -0.971 -0.086
C 6.759 -1.190 -1.811 -0.091
C 5.445 -1.380 -2.209 -0.092
C 4.451 -0.519 -1.755 -0.138
Sb 0.629 -1.620 0.436 1.498
C 1.918 -3.301 0.632 -0.362
C 2.823 -3.737 -0.331 -0.123
C 3.605 -4.863 -0.106 -0.076
C 3.492 -5.569 1.081 -0.084
C 2.595 -5.142 2.050 -0.081
C 1.810 -4.021 1.825 -0.137
C 0.920 -1.097 -1.632 -0.420
C 0.611 0.170 -2.120 -0.301
C 0.415 0.428 -3.474 -0.076
C 0.510 -0.611 -4.378 -0.064
C 0.744 -1.903 -3.913 -0.066
C 0.917 -2.151 -2.561 -0.141
H 1.058 0.266 2.345 -0.001
H 1.240 -1.397 2.839 0.040
H 3.627 -1.171 1.575 0.093
H 3.419 -0.719 3.244 0.108
H 4.636 1.051 2.099 0.054
H 3.070 1.657 2.655 0.057
H 4.002 3.961 -1.939 0.093
H 5.238 6.075 -1.819 0.102
H 6.161 6.860 0.338 0.101
H 5.836 5.503 2.378 0.101
H 4.612 3.382 2.272 0.080
H 6.355 1.553 0.132 0.097
H 8.111 0.029 -0.672 0.102
H 7.534 -1.862 -2.157 0.101
H 5.191 -2.199 -2.871 0.102
H 3.427 -0.668 -2.081 0.068
H 2.957 -3.184 -1.250 0.074
H 4.308 -5.184 -0.865 0.105
H 4.102 -6.446 1.252 0.104
H 2.500 -5.686 2.981 0.105
H 1.105 -3.719 2.591 0.091
H 0.517 1.023 -1.453 -0.027
H 0.163 1.432 -3.790 0.106
H 0.366 -0.432 -5.436 0.108
H 0.776 -2.729 -4.612 0.108
H 1.040 -3.175 -2.238 0.091
C -5.406 -1.839 -1.755 -0.099
C -4.290 -0.812 -1.512 -0.625
C -4.890 0.563 -1.847 -0.119
C -3.170 -1.045 -2.540 -0.123
Si -3.448 -0.838 0.263 0.755
C -4.583 0.117 1.529 -0.635
C -4.460 1.635 1.319 -0.112
C -6.077 -0.234 1.465 -0.093
C -4.088 -0.159 2.955 -0.113
C -3.283 -2.699 0.860 -0.612
C -2.631 -3.541 -0.251 -0.130
C -2.386 -2.785 2.127 -0.145
C -4.600 -3.409 1.218 -0.104
H -5.893 -1.629 -2.715 0.082
H -6.179 -1.793 -0.986 0.068
H -5.044 -2.866 -1.801 0.060
H -5.173 0.574 -2.907 0.085
H -4.191 1.387 -1.692 0.022
H -5.793 0.770 -1.273 0.064
H -3.565 -0.984 -3.563 0.091
H -2.680 -2.014 -2.433 0.060
H -2.389 -0.271 -2.486 0.036
H -4.819 1.965 0.346 0.062
H -3.427 1.984 1.422 0.035
H -5.048 2.158 2.084 0.087
H -6.539 0.113 0.540 0.062
H -6.609 0.258 2.291 0.083
H -6.275 -1.302 1.545 0.058
H -3.021 0.055 3.069 0.068
H -4.253 -1.191 3.265 0.060
H -4.629 0.485 3.660 0.084
H -1.692 -3.119 -0.618 0.023
H -3.286 -3.665 -1.112 0.058
H -2.411 -4.545 0.134 0.084
H -1.810 -1.879 2.325 0.018
H -1.673 -3.615 2.043 0.065
H -2.986 -2.975 3.019 0.069
H -5.309 -3.441 0.392 0.062
H -5.093 -2.941 2.071 0.058
H -4.386 -4.447 1.505 0.085
```

For the energy above the lowest of the compared OMol25 structures with the same formula, charge and spin, the calculation gives 0.37 kJ/mol. Its orbital gap (spin up / spin down) is 7.15 / 7.00 eV. For the LUMO energy (spin up / spin down), the calculation gives 0.004 / 0.001 Ha. The HOMO energy (spin up / spin down) is -0.259 / -0.256 hartree. As for the multiplicity: 3. Its expectation value of S² is 2.02. The charge is 0. As for the energy: -127519.408 eV.


Below is a 9-piece molecular cluster, C25H72N14O11 overall at a distorted geometry, with properties calculated with wB97M-V/def2-TZVPD.

Structure (XYZ):
```
122
Properties=species:S:1:pos:R:3:lowdin_charge:R:1
C 19.163 11.776 14.712 -0.038
C 20.074 12.984 14.953 -0.444
C 21.019 12.817 16.136 -0.196
O 21.903 11.703 16.022 -0.194
C 22.848 11.619 17.079 -0.107
N 20.857 13.146 13.786 0.031
H 18.567 11.728 13.800 0.054
H 18.385 11.679 15.469 0.082
H 19.792 10.893 14.598 0.083
H 19.548 13.924 15.119 0.130
H 20.447 12.705 17.057 0.128
H 21.647 13.706 16.186 0.124
H 23.511 12.482 17.128 0.086
H 23.374 10.665 17.037 0.088
H 22.367 11.573 18.056 0.081
H 21.206 12.201 13.714 0.079
H 21.655 13.699 14.067 0.091
C 22.043 17.030 9.489 -0.028
C 20.569 17.484 9.117 -0.373
C 20.495 17.792 7.587 -0.159
O 21.388 18.813 7.111 -0.166
C 21.008 20.065 7.607 -0.129
N 19.653 16.422 9.543 0.043
H 22.770 17.762 9.137 0.072
H 22.362 16.036 9.175 0.041
H 22.320 16.947 10.540 0.063
H 20.299 18.347 9.725 0.101
H 19.470 18.104 7.384 0.115
H 20.679 16.796 7.182 0.103
H 20.914 20.109 8.692 0.068
H 20.054 20.391 7.193 0.076
H 21.806 20.749 7.320 0.097
H 18.732 16.707 9.242 0.055
H 19.908 15.547 9.108 0.042
C 23.928 19.155 19.543 -0.078
O 23.389 19.593 18.280 -0.194
C 22.055 19.368 18.101 -0.289
C 21.402 20.287 17.041 -0.183
N 21.934 19.821 15.768 -0.041
C 21.030 20.155 14.630 -0.180
C 21.618 19.654 13.268 -0.216
O 22.833 20.387 13.129 -0.183
C 23.524 19.991 11.981 -0.132
H 23.716 18.090 19.648 0.083
H 23.436 19.736 20.322 0.084
H 25.006 19.283 19.639 0.084
H 21.524 19.439 19.050 0.108
H 21.950 18.306 17.878 0.118
H 21.754 21.289 17.287 0.114
H 20.327 20.329 17.217 0.117
H 22.879 20.094 15.537 0.110
H 20.870 21.214 14.428 0.114
H 20.114 19.574 14.738 0.099
H 20.973 19.882 12.420 0.097
H 21.764 18.579 13.374 0.119
H 23.877 18.960 11.964 0.083
H 24.418 20.588 11.802 0.087
H 22.911 20.104 11.087 0.073
C 25.263 12.975 7.391 -0.109
O 23.889 12.984 7.113 -0.216
C 23.255 14.249 6.932 -0.192
C 21.716 14.104 6.775 -0.169
N 20.965 13.941 8.030 -0.077
C 21.183 12.675 8.644 -0.209
C 20.492 12.580 10.011 -0.153
O 19.119 12.145 9.740 -0.227
C 18.159 12.426 10.719 -0.109
H 25.413 13.436 8.367 0.087
H 25.827 13.513 6.629 0.085
H 25.638 11.952 7.438 0.089
H 23.694 14.659 6.023 0.123
H 23.367 14.955 7.755 0.101
H 21.640 13.177 6.207 0.116
H 21.263 14.950 6.258 0.107
H 20.002 13.863 7.735 0.113
H 22.248 12.461 8.738 0.118
H 20.745 11.863 8.064 0.127
H 20.472 13.536 10.535 0.094
H 20.840 11.780 10.666 0.120
H 18.557 11.959 11.619 0.067
H 17.175 12.054 10.433 0.090
H 18.079 13.510 10.800 0.070
C 16.089 17.897 15.494 -0.774
O 15.161 18.400 16.107 0.024
N 15.987 17.105 14.385 0.162
N 17.275 17.891 15.944 0.174
H 16.845 16.691 14.050 0.063
H 15.100 17.085 13.902 0.094
H 17.451 18.444 16.771 0.128
H 17.967 17.342 15.456 0.061
C 19.137 16.438 13.039 -0.818
O 19.106 16.476 14.198 0.061
N 19.560 15.377 12.334 0.199
N 19.013 17.520 12.385 0.192
H 19.630 15.425 11.328 0.041
H 19.820 14.546 12.846 0.048
H 19.444 17.620 11.477 0.081
H 18.854 18.347 12.943 0.112
C 15.566 20.860 13.621 -0.726
O 14.810 20.873 14.616 0.002
N 16.883 20.795 13.751 0.159
N 15.250 20.769 12.337 0.161
H 17.180 20.840 14.715 0.108
H 17.576 20.816 13.016 0.041
H 14.258 20.616 12.221 0.109
H 15.914 20.758 11.577 0.087
C 18.400 21.389 10.433 -0.763
O 18.493 20.645 11.402 0.000
N 18.344 21.042 9.208 0.193
N 18.210 22.685 10.535 0.176
H 18.438 20.074 8.937 0.091
H 18.247 21.756 8.500 0.125
H 18.291 22.995 11.493 0.127
H 18.052 23.260 9.719 0.116
C 16.121 17.684 9.780 -0.791
O 16.980 18.158 9.105 0.045
N 16.239 17.234 11.029 0.183
N 14.879 17.641 9.458 0.170
H 17.208 17.261 11.314 0.063
H 15.481 17.071 11.676 0.093
H 14.237 17.241 10.126 0.117
H 14.649 17.847 8.496 0.126
```

For the energy above the lowest of the compared OMol25 structures with the same formula, charge and spin, the calculation gives 212.70 kJ/mol. Its orbital gap is 8.64 eV. For the LUMO energy, the calculation gives 0.007 Ha. The HOMO energy is -0.310 hartree. As for the multiplicity: 1. The charge is 0. As for the energy: -70475.186 eV. As for the SMILES: COC[C@H](C)N.COC[C@H](C)N.COCCNCCOC.COCCNCCOC.NC(N)=O.NC(N)=O.NC(N)=O.NC(N)=O.NC(N)=O.


Below is an isolated ion of composition C7H17NO3P and charge -1 at a distorted geometry, with properties calculated with wB97M-V/def2-TZVPD.

Structure (XYZ):
```
29
Properties=species:S:1:pos:R:3:lowdin_charge:R:1
C -0.110 -0.568 -2.368 -0.137
C 0.794 2.603 0.974 -0.131
C -2.297 -0.923 0.258 -0.106
C -0.491 -1.757 1.439 -0.089
C -0.414 0.687 -1.545 -0.206
C -0.169 1.376 1.127 -0.228
C 0.024 0.328 -0.001 -0.424
N -0.852 -0.807 0.290 -0.273
O 2.421 0.658 -1.279 -0.343
O 2.366 -0.110 1.231 -0.355
O 2.082 -1.772 -0.659 -0.224
P 1.849 -0.126 -0.154 0.342
H 0.913 -0.615 -2.566 0.022
H -0.491 -1.485 -1.858 0.084
H -0.585 -0.382 -3.337 0.064
H 1.882 2.260 0.912 0.063
H 0.532 3.009 -0.065 0.070
H 0.803 3.523 1.705 0.080
H -2.468 -1.965 0.474 0.062
H -2.624 -0.247 1.051 0.067
H -2.506 -0.528 -0.783 0.090
H -0.830 -1.477 2.498 0.091
H -0.986 -2.665 1.233 0.038
H 0.586 -1.877 1.474 0.048
H 0.325 1.444 -1.815 0.075
H -1.438 1.076 -1.752 0.096
H -1.220 1.563 1.442 0.101
H 0.219 0.862 2.043 0.094
H 2.685 -2.085 0.028 0.026
```

For the energy above the lowest of the compared OMol25 structures with the same formula, charge and spin, the calculation gives 35.11 kJ/mol. Its orbital gap is 7.89 eV. For the LUMO energy, the calculation gives 0.131 Ha. The HOMO energy is -0.159 hartree. As for the multiplicity: 1. The charge is -1. As for the energy: -24458.154 eV. As for the SMILES: CCC(CC)(N(C)C)[P@@](=O)([O-])O.


Below is one molecule with the formula C3H4FNS at a distorted geometry, with properties calculated with wB97M-V/def2-TZVPD.

Structure (XYZ):
```
10
Properties=species:S:1:pos:R:3:lowdin_charge:R:1
C -1.550 0.112 -0.658 0.125
C -1.339 -0.674 0.339 -0.563
C 1.329 0.440 0.516 -0.427
N 0.910 0.819 -0.708 -0.042
F 1.273 -0.071 -1.757 -0.124
S 0.112 -0.915 1.321 0.813
H -1.816 0.355 -1.632 0.039
H -2.093 -1.233 0.726 0.019
H 2.159 -0.157 0.621 0.033
H 1.015 1.324 1.232 0.128
```

For the energy above the lowest of the compared OMol25 structures with the same formula, charge and spin, the calculation gives 623.89 kJ/mol. Its orbital gap (spin up / spin down) is 7.01 / 8.66 eV. For the LUMO energy (spin up / spin down), the calculation gives -0.047 / -0.011 Ha. The HOMO energy (spin up / spin down) is -0.305 / -0.329 hartree. As for the multiplicity: 1. The charge is 0. As for the energy: -18211.532 eV.